{
  "formula": "CH6NOP",
  "method": "the ωB97M-V functional and the def2-TZVPD basis",
  "species": ["C", "H", "H", "H", "O", "P", "H", "H", "N", "H"],
  "xyz": [[0.811, 0.703, 0.977], [-0.303, -1.816, -1.460], [0.336, 1.604, 1.304], [-2.405, 1.176, -0.832], [-1.350, -1.078, 0.998], [-0.631, -0.222, 0.052], [1.576, 0.833, 0.286], [0.663, -0.457, -1.952], [0.156, -0.970, -1.286], [1.146, 0.227, 1.914]],
  "mulliken_spin": [0.175, -0.016, 0.004, 0.936, 0.221, 0.526, -0.011, -0.014, 0.180, -0.001],
  "orbital_gap_ev": [8.245, 8.766],
  "s2": 2.005,
  "max_force_ev_per_a": 3.8,
  "spin_multiplicity": 3,
  "energy_ev": -13956.953
}